(1)
Molecular formula: C56H48Cl2NO2P3PrS4
Method: DFT, wB97M-V/def2-TZVPD

Summary:
LUMO level (spin up / spin down): 2.06 / 2.06 eV
⟨S²⟩: 2.003
Kohn-Sham gap (spin up / spin down): 6.2884 / 6.2922 eV
HOMO level (spin up / spin down): -4.229 / -4.232 eV

ORCA input file:
```
! wB97M-V def2-TZVPD RIJCOSX def2/J DEFGRID3
* xyz -1 3
Pr -0.673 1.357 0.724
Cl -3.647 0.938 1.467
Cl -1.933 -4.269 2.380
S -1.306 -0.846 2.583
S -0.759 3.242 2.691
S -0.338 3.927 -0.216
S 0.936 5.499 1.899
P 1.986 0.467 2.690
P 2.819 -4.025 0.995
P -2.240 3.022 -2.463
O -1.608 -1.160 -2.330
O -1.992 0.773 -1.163
N 1.275 0.630 -0.735
C 0.050 3.959 -3.514
C -5.187 -1.206 1.812
C -4.919 3.320 -1.878
C 1.446 -5.964 2.429
C -3.072 -2.966 2.262
C -1.166 5.996 -5.016
C -3.902 -0.721 2.005
C 4.269 0.865 1.103
C 0.801 4.663 -4.476
C -1.933 5.231 -4.150
C 1.083 -5.627 -2.931
C -4.409 -3.365 2.388
C 3.379 1.397 2.038
C -4.693 5.841 -0.814
C 4.858 3.158 0.376
C -1.314 4.189 -3.431
C 3.305 1.131 5.082
C -2.921 1.951 -3.675
C -3.589 5.283 -1.442
C 1.005 1.468 6.530
C 1.251 -3.898 -1.293
C 1.656 0.513 -1.845
C 1.883 -6.455 -2.168
C -5.883 5.161 -0.689
C 3.391 2.754 2.252
C -2.824 -1.546 2.334
C 1.822 -2.393 2.936
C 0.184 5.701 -5.232
C 2.066 0.971 4.461
C 4.227 3.621 1.498
C -2.131 -0.030 -2.262
C 2.228 1.472 7.162
C -4.050 0.244 -5.583
C 2.293 0.217 -3.126
C 3.892 -5.855 2.708
C 2.314 -6.012 -0.896
C -5.435 -2.574 1.952
C 0.703 -4.346 -2.481
C -6.021 3.883 -1.248
C 1.444 -7.170 3.090
C 0.928 1.133 5.215
C -3.702 3.964 -1.967
C -3.462 -0.276 -4.415
C 2.074 -4.719 -0.498
C -3.592 2.494 -4.751
C 1.512 -2.900 1.502
C 1.280 -0.402 -4.101
C -2.895 0.566 -3.437
C -4.031 1.622 -5.769
C 2.796 -1.230 2.988
C 2.685 -5.339 2.211
C -0.060 4.258 1.483
C 3.416 1.317 6.447
C 3.878 -7.017 3.487
C 4.976 1.713 0.260
C 2.628 -7.680 3.568
H -5.029 2.330 -2.385
H 0.429 0.287 -4.242
H -5.978 -0.499 1.638
H -1.611 6.784 -5.593
H 0.147 1.861 7.087
H 4.272 -0.227 0.910
H -4.672 -4.392 2.664
H 4.233 4.686 1.684
H 3.510 -1.407 2.117
H -4.701 6.799 -0.255
H -6.964 3.369 -1.305
H 0.881 -2.024 3.437
H -4.417 -0.466 -6.313
H 0.783 6.275 -5.917
H 3.134 -0.496 -2.972
H 3.352 -1.142 3.925
H 1.713 -0.696 -5.038
H 2.225 -7.431 -2.564
H 0.537 3.289 -2.827
H 5.082 3.866 -0.456
H 4.770 -7.527 3.960
H -2.969 5.439 -3.938
H 0.957 -2.903 -0.969
H -3.291 -1.342 -4.282
H -6.738 5.579 -0.146
H 0.517 -3.359 1.534
H 4.431 1.306 6.881
H 2.901 3.154 3.132
H 2.970 -6.607 -0.277
H 5.538 1.309 -0.611
H 4.174 1.160 4.395
H 1.861 4.312 -4.595
H 2.270 1.646 8.248
H -4.294 2.106 -6.671
H 0.526 -7.780 3.178
H -6.475 -2.940 1.896
H 2.698 1.096 -3.592
H 0.511 -6.074 -3.776
H -3.735 3.585 -4.754
H -2.666 5.791 -1.437
H 4.741 -5.196 2.689
H -0.041 -3.712 -2.939
H 1.409 -2.029 0.781
H -0.033 1.089 4.714
H 2.157 -3.271 3.488
H 0.503 -5.478 2.188
H 2.472 -8.676 3.987
H 0.863 -1.359 -3.696
*
```

***

(2)
Molecular formula: C34H53GaN4O4P2S
Method: DFT, wB97M-V/def2-TZVPD

Summary:
LUMO level: -6.74 eV
Kohn-Sham gap: 5.3717 eV
HOMO level: -12.107 eV

ORCA input file:
```
! wB97M-V def2-TZVPD RIJCOSX def2/J DEFGRID3
* xyz 2 1
Ga 0.670 -0.097 -0.826
S -1.831 3.539 2.459
P -1.587 -0.656 -1.175
P 2.744 -1.258 -1.027
O -1.074 5.582 -1.746
O -1.740 2.257 1.826
O -1.105 3.868 3.672
O -0.940 4.112 -3.460
N -0.641 4.514 -2.293
N 0.964 1.820 -0.629
N 0.525 -1.141 1.002
N 0.346 3.836 -0.054
C -0.046 5.002 0.774
C -2.631 0.831 -1.562
C 5.118 -4.028 2.755
C 1.342 2.335 1.771
C 1.562 -1.912 1.414
C -1.117 -1.179 2.853
C 2.806 -2.285 -3.686
C -3.459 -1.608 2.367
C 3.906 -2.609 1.160
C -3.629 3.507 2.806
C -4.848 -2.039 2.835
C -1.851 -1.259 0.540
C 2.629 -2.651 -2.235
C 0.605 2.472 -1.862
C -2.565 1.276 -3.056
C -4.078 0.776 -1.087
C 0.888 2.641 0.401
C 2.617 -3.433 2.991
C 0.149 3.709 -1.476
C -0.789 -1.304 1.485
C -1.467 4.908 1.327
C 2.799 -1.929 0.676
C 3.348 -4.030 -1.938
C -1.056 -1.971 -3.524
C -4.377 4.822 3.137
C 5.447 -1.073 -1.740
C 4.220 -0.224 -1.448
C 3.845 -3.442 2.255
C -2.427 -1.322 3.263
C -1.875 -2.152 -2.236
C 4.527 0.865 -0.384
C -3.377 -2.476 -2.581
C 1.494 -2.756 2.573
C -3.134 -1.550 1.014
H 5.428 1.411 -0.741
H -4.435 5.425 2.207
H -2.252 4.726 0.539
H 2.299 1.810 1.700
H -3.877 5.353 3.988
H 0.510 1.808 2.289
H -1.792 5.807 1.918
H -2.753 2.348 -3.126
H 5.354 -4.969 2.257
H -4.078 2.987 1.891
H 5.915 -1.499 -0.842
H -4.678 1.653 -1.405
H 4.416 -4.088 -2.114
H 3.750 1.646 -0.301
H -1.606 -1.382 -4.245
H -4.636 -0.065 -1.445
H 0.679 5.178 1.569
H 3.917 0.314 -2.403
H 0.585 1.993 -2.828
H -5.377 -1.485 3.648
H -3.281 0.700 -3.670
H -4.190 0.694 -0.018
H 2.301 -1.316 -3.954
H 2.469 -3.142 -4.301
H 4.697 0.460 0.663
H -0.063 -1.535 -3.333
H -5.465 -2.096 1.993
H 6.170 -0.392 -2.187
H 4.833 -2.483 0.621
H -3.685 2.811 3.653
H -3.887 -1.819 0.279
H -0.916 -2.954 -3.935
H 5.004 -4.284 3.854
H 5.295 -1.866 -2.478
H 3.134 -4.270 -0.901
H -3.976 -1.555 -2.769
H -2.030 1.505 -0.972
H 2.795 -4.779 -2.506
H -3.393 -3.145 -3.495
H -5.428 4.540 3.371
H -2.623 -1.365 4.344
H 2.559 -3.968 3.988
H -1.415 -2.967 -1.661
H -0.347 -0.908 3.548
H 0.047 5.856 0.060
H 3.876 -2.139 -3.996
H -1.566 1.128 -3.469
H -4.763 -3.095 3.136
H 0.526 -2.850 3.156
H 1.450 3.284 2.322
H 1.582 -2.927 -2.073
H -3.890 -3.077 -1.782
H 5.901 -3.301 2.627
*
```

***

For the records above, the corresponding energy relative to the best compared isomer or geometry (same formula, charge and spin) values read 3.6338, 1.2536 eV.
For the records above, the corresponding largest force on an atom values read 4.086, 4.385 eV/Å.